{"formula": "C4H6BrNO2", "method": "the ωB97M-V functional and the def2-TZVPD basis", "e_above_lowest_ev": 4.190, "orbital_gap_ev": 8.505, "e_lumo_ev": 0.268, "multiplicity": 1, "elements": ["O", "C", "C", "Br", "H", "H", "H", "N", "C", "C", "O", "H", "H", "H"], "xyz": [[-0.98960, -2.57681, 0.84842], [-1.60264, -1.40644, 0.65372], [-1.27086, -0.63387, -0.36377], [-2.30384, 0.80001, -0.79794], [-0.04516, -2.52596, 0.55717], [-2.64279, -1.41826, 1.08344], [-0.43372, -0.77536, -1.05286], [1.59078, 2.65750, 0.90122], [1.27437, 1.61988, 0.33938], [1.41376, 0.41630, -0.17672], [1.39394, 0.13048, -1.55661], [1.00562, 3.38917, 1.26599], [1.91376, -0.42762, 0.19651], [0.69638, 0.75098, -1.89794]], "lowdin_charge": [-0.006, -0.331, -0.689, 0.733, 0.125, 0.136, 0.039, 0.168, -0.142, -0.228, -0.077, 0.066, 0.109, 0.098]}


{"formula": "C23H26Cl2N", "method": "the ωB97M-V functional and the def2-TZVPD basis", "e_above_lowest_ev": 0.205, "charge": 1, "orbital_gap_ev": 4.565, "e_lumo_ev": -5.609, "multiplicity": 1, "elements": ["C", "C", "C", "N", "C", "C", "C", "C", "C", "C", "C", "H", "H", "H", "H", "H", "H", "H", "H", "H", "H", "H", "H", "H", "H", "H", "H", "H", "Cl", "C", "C", "C", "C", "C", "C", "C", "C", "C", "Cl", "C", "C", "C", "C", "H", "H", "H", "H", "H", "H", "H", "H", "H"], "xyz": [[-0.41374, -5.23399, 1.15527], [-0.65084, -3.91259, 1.87368], [-1.14085, -2.80023, 0.93666], [-0.32289, -2.65639, -0.26618], [-0.41311, -1.49665, -0.97579], [-1.02229, -0.31203, -0.63842], [-1.12064, 0.60180, -1.80686], [-0.06157, 0.04234, -2.79253], [0.20317, -1.40961, -2.36085], [0.03154, -3.89774, -0.97293], [0.48426, -5.03658, -0.05872], [0.06020, -5.93887, 1.84369], [-1.36838, -5.67525, 0.84873], [-1.39399, -4.03709, 2.66693], [0.28356, -3.59125, 2.35001], [-2.19545, -3.01260, 0.66669], [-1.12799, -1.85214, 1.48796], [-1.61283, -0.16291, 0.26308], [-2.12862, 0.51618, -2.25238], [-0.95911, 1.66461, -1.62655], [-0.40929, 0.11710, -3.82629], [0.87036, 0.61676, -2.71446], [1.27881, -1.63453, -2.37495], [-0.29575, -2.11584, -3.04376], [-0.82709, -4.25138, -1.57583], [0.84877, -3.69135, -1.67672], [1.50934, -4.83816, 0.28149], [0.52213, -5.95517, -0.65332], [-3.96053, 5.90464, 2.25782], [-2.82628, 4.73840, 1.72942], [-3.01402, 3.37635, 2.03584], [-2.05482, 2.44156, 1.67314], [-0.87171, 2.82683, 0.95751], [0.10672, 1.81889, 0.71103], [1.45584, 2.00829, 0.29935], [2.22706, 0.84767, -0.04283], [3.53778, 0.96197, -0.49541], [4.12846, 2.23785, -0.62288], [5.72060, 2.38714, -1.22941], [3.42092, 3.38001, -0.20623], [2.13103, 3.26143, 0.30073], [-0.76978, 4.19040, 0.55319], [-1.68184, 5.13762, 1.00738], [-3.90181, 3.07430, 2.58964], [-2.16406, 1.39873, 1.98376], [-0.11006, 0.83918, 1.13076], [1.79212, -0.14138, 0.11466], [4.11524, 0.07549, -0.74270], [3.90175, 4.35234, -0.25338], [1.66372, 4.12298, 0.77015], [0.04553, 4.51838, -0.09573], [-1.51956, 6.19449, 0.81657]], "lowdin_charge": [-0.205, -0.181, -0.154, -0.073, -0.254, -0.108, -0.192, -0.157, -0.121, -0.153, -0.181, 0.114, 0.117, 0.115, 0.116, 0.140, 0.109, 0.080, 0.119, 0.089, 0.112, 0.100, 0.117, 0.126, 0.136, 0.114, 0.118, 0.118, 0.770, -0.633, -0.066, 0.022, -0.182, 0.070, -0.173, 0.018, -0.064, -0.638, 0.764, -0.064, 0.007, 0.008, -0.061, 0.120, 0.125, 0.110, 0.125, 0.117, 0.118, 0.111, 0.116, 0.119]}


- Number 1 is which compound?
  C4H6BrNO2